Density functional theory data (the ωB97M-V functional and the def2-TZVPD basis) for a cluster of 15 separate species, C42H86N4O11 in total at a distorted geometry.

orbital gap: 9.6438 eV
HOMO: -9.403 eV
largest force on an atom: 2.82 eV/A
energy: -73428.035 eV

The geometry in XYZ format:
```
143
Properties=species:S:1:pos:R:3:mulliken_charge:R:1
C -2.4143 -1.2525 -6.7721 -1.430
C -1.7896 -0.3444 -5.7302 0.993
O -2.7849 0.5052 -5.1843 -0.536
H -1.8426 -2.1117 -7.1171 0.361
H -2.6931 -0.6041 -7.6490 0.315
H -3.3392 -1.6596 -6.2795 0.325
H -0.9480 0.1981 -6.2351 0.080
H -1.2976 -0.9162 -4.8756 -0.292
H -2.4254 1.3666 -5.0346 0.244
C 1.3662 1.5690 -4.4992 -0.169
C 2.4079 0.9810 -5.3791 -0.592
O 1.9211 -0.3042 -5.8424 -0.514
H 1.2786 1.2202 -3.4661 -0.140
H 0.3932 1.5156 -5.0215 -0.005
H 1.6195 2.6760 -4.4343 0.434
H 3.3047 0.9513 -4.8109 0.310
H 2.6901 1.5888 -6.2208 0.472
H 2.5526 -0.6575 -6.4817 0.253
C -2.7458 4.8258 -3.5272 -1.546
C -1.6360 3.9729 -2.8176 0.155
O -1.5604 2.6912 -3.4036 -0.162
H -2.5229 4.8451 -4.5648 0.373
H -2.6376 5.8211 -3.1412 0.426
H -3.6929 4.3968 -3.3283 0.326
H -1.8802 3.9534 -1.7337 -0.066
H -0.6625 4.4135 -2.9320 0.379
H -0.9912 2.2394 -2.7702 0.299
C 3.6900 0.2123 -1.3011 -0.501
C 4.3424 -0.0262 0.0303 0.254
O 5.5766 -0.7301 -0.1030 -0.649
H 4.2810 0.7849 -2.0168 0.407
H 2.7769 0.8096 -1.0736 -0.072
H 3.4399 -0.7459 -1.8291 0.076
H 3.6302 -0.5426 0.6846 -0.208
H 4.6396 0.9519 0.4597 0.300
H 5.5169 -1.4252 -0.7613 0.345
C 1.5816 -3.5797 -2.7463 -0.655
C 1.6336 -2.5518 -3.8562 -0.424
O 0.6248 -1.5522 -3.7242 -0.058
H 0.6129 -4.0242 -2.6766 0.109
H 1.8971 -3.2255 -1.7566 -0.081
H 2.2994 -4.3799 -3.0327 0.431
H 1.5264 -3.1258 -4.7629 0.383
H 2.5969 -2.0613 -3.8425 0.378
H 0.8596 -0.9310 -4.4435 -0.125
C -1.9465 3.9127 3.2756 -1.088
C -2.8082 3.5145 2.1098 0.694
O -4.2109 3.8656 2.2938 -0.669
H -0.8699 3.7119 3.0326 0.346
H -2.1319 3.5059 4.2820 0.221
H -1.9180 4.9749 3.4392 0.454
H -2.7674 2.4222 2.0222 0.004
H -2.4864 3.9235 1.1379 -0.026
H -4.6825 3.3178 1.6330 0.483
C 3.7840 -3.3009 4.5599 -1.075
C 3.3201 -1.7798 4.5328 -0.438
O 2.0153 -1.7409 3.9341 -0.204
H 3.8157 -3.7009 3.5668 0.125
H 3.2188 -3.9487 5.2434 0.296
H 4.7856 -3.2745 4.8973 0.476
H 4.0114 -1.1202 4.0043 0.291
H 3.2180 -1.4506 5.5535 0.471
H 1.4564 -1.0095 4.2495 0.095
C -1.7790 0.3853 4.4699 -0.553
C -0.7527 0.2913 5.5994 -0.227
O 0.5849 0.3955 5.1187 -0.511
H -2.7648 0.6931 4.8292 0.552
H -1.9719 -0.5288 3.9312 0.086
H -1.5527 1.1941 3.7617 -0.166
H -0.7975 -0.6836 6.1043 0.349
H -0.9222 1.1083 6.3238 0.318
H 0.7304 1.2575 4.7218 0.245
C -1.3626 -3.8900 4.7035 -1.253
C -0.5765 -4.1559 3.4034 -0.336
O -0.2030 -3.0036 2.6812 0.311
H -1.7417 -4.8372 5.1257 0.397
H -2.2116 -3.2319 4.3825 0.221
H -0.8535 -3.3801 5.4882 0.255
H -1.1696 -4.8109 2.7854 0.442
H 0.3715 -4.7329 3.6076 0.295
H 0.6046 -2.6164 3.1141 0.043
C 3.6823 1.9089 3.3933 -0.513
C 2.7887 2.6484 4.4014 -0.658
O 1.4130 2.7709 4.0021 -0.648
H 4.7226 1.9574 3.7234 0.530
H 3.5696 2.3922 2.4286 0.208
H 3.4011 0.8316 3.2642 -0.283
H 3.1693 3.6480 4.6108 0.414
H 2.7176 2.1387 5.3565 0.372
H 1.2367 3.3555 3.2200 -0.024
C 2.7114 6.4946 1.4338 -1.020
C 1.2330 6.0584 1.3992 -0.396
O 1.1637 4.6477 1.1984 -0.073
H 3.2943 5.8205 0.7149 0.239
H 3.1946 6.3805 2.3902 0.294
H 2.8250 7.5171 1.0613 0.337
H 0.6392 6.5712 0.6664 0.402
H 0.8059 6.2520 2.3850 0.262
H 1.5039 4.4186 0.3057 0.117
N 4.2189 -4.8309 -0.7077 -0.575
C 3.4710 -5.9388 -0.6535 -0.477
C 2.3198 -6.0772 0.1515 -0.588
C 2.0328 -5.0111 0.9654 -0.143
C 2.7754 -3.8426 0.9634 0.071
C 3.8664 -3.8674 0.1532 -0.533
H 3.8706 -6.6838 -1.3591 0.396
H 1.6890 -6.9573 0.3401 0.417
H 1.2019 -5.1408 1.6138 0.212
H 2.5193 -2.9959 1.5623 0.593
H 4.4650 -2.9746 0.1537 0.515
N -5.1031 2.3601 -0.2289 -0.261
C -4.1772 1.7590 -0.9651 -0.194
C -4.5349 1.0396 -2.1381 -0.196
C -5.8920 0.7975 -2.3069 -0.585
C -6.8366 1.4082 -1.5393 -0.539
C -6.3888 2.2245 -0.5116 -0.423
H -3.1298 1.9398 -0.6625 0.575
H -3.7864 0.6456 -2.8596 0.351
H -6.1850 0.0222 -3.0189 0.384
H -7.8781 1.3252 -1.7446 0.451
H -7.0173 2.8277 0.1384 0.424
N -3.9160 -4.9799 -0.5529 -0.592
C -3.8917 -3.7396 -0.1294 -0.551
C -3.0571 -2.7690 -0.6797 -0.181
C -2.2776 -3.1353 -1.7740 0.113
C -2.3436 -4.4480 -2.2573 -0.729
C -3.1944 -5.2927 -1.5911 -0.365
H -4.5740 -3.4342 0.6656 0.378
H -3.1089 -1.7230 -0.3982 0.482
H -1.6124 -2.4688 -2.3003 0.536
H -1.8237 -4.7202 -3.1421 0.549
H -3.2869 -6.3195 -2.0083 0.294
N -0.2569 1.3826 -1.2059 0.406
C -0.2540 0.0731 -1.0215 -1.562
C -0.2128 -0.5270 0.2444 0.098
C -0.3269 0.2916 1.3607 -0.700
C -0.2988 1.6327 1.1895 2.321
C -0.2971 2.1361 -0.1120 -2.058
H -0.2392 -0.5226 -1.9393 0.059
H -0.1312 -1.6158 0.3748 0.928
H -0.3661 -0.1753 2.3494 -0.160
H -0.4265 2.2979 2.0384 -0.645
H -0.3084 3.2005 -0.3279 0.820
```